C12H16N4 | ωB97M-V/def2-TZVPD

**Gap between HOMO and LUMO**: 8.32 eV
**ΔE to the lowest compared entry with this formula, charge and spin**: 140.4 kcal per mole
**SMILES**: CC1(C)[C@@H]2CC=C(/C=N/n3cnnc3)[C@H]1C2
**Energy**: -18658.7912 eV
**E_LUMO**: -0.46 eV
**Maximum force**: 5.452 eV Å⁻¹

Each line ends with the natural charge from an NBO analysis.
Positions of all 32 atoms, in Å:
N (-3.682, 3.045, 3.126)  -0.275
N (-3.667, 1.867, 3.815)  -0.270
N (-1.315, 1.165, 1.412)  -0.263
C (-2.874, 2.858, 2.104)  0.145
C (-2.589, 1.198, 3.463)  0.096
C (-0.274, -2.099, 0.048)  -0.098
C (-0.288, -0.669, 0.380)  -0.052
C (-1.283, -0.140, 1.255)  0.077
N (-2.088, 1.794, 2.373)  -0.215
C (0.002, -0.067, -2.419)  -0.617
C (2.212, 0.892, -2.166)  -0.610
C (0.788, -2.595, -0.918)  -0.449
C (2.096, -0.768, 0.227)  -0.401
C (0.904, 0.143, -0.092)  -0.270
C (1.875, -1.427, -1.082)  -0.211
C (1.241, -0.157, -1.574)  -0.040
H (-2.845, 3.560, 1.295)  0.220
H (-2.457, 0.202, 3.814)  0.212
H (-0.982, -2.830, 0.335)  0.207
H (-1.922, -0.827, 1.821)  0.184
H (-0.944, -0.512, -1.949)  0.225
H (0.348, -0.563, -3.426)  0.208
H (-0.086, 1.076, -2.555)  0.220
H (1.818, 1.447, -3.050)  0.221
H (2.509, 1.635, -1.348)  0.215
H (3.153, 0.433, -2.486)  0.211
H (0.369, -2.919, -1.944)  0.228
H (1.145, -3.420, -0.430)  0.219
H (1.940, -1.333, 1.149)  0.207
H (3.158, -0.403, 0.288)  0.224
H (1.009, 1.172, 0.247)  0.243
H (2.729, -1.759, -1.713)  0.209

C29H54BNO8S | ωB97M-V/def2-TZVPD

**Gap between HOMO and LUMO**: 7.99 eV
**SMILES**: COCCCCCc1cccc2c1Nc1ccc(CB(O)O)cc1S2.CCO.CCO.CCO.CCO.CCO
**Energy**: -60311.0336 eV
**E_LUMO**: -0.31 eV
**Maximum force**: 4.793 eV Å⁻¹

Each line ends with the Löwdin charge.
Positions of all 94 atoms, in Å:
C (-0.649, -3.314, 2.383)  -0.131
O (0.767, -3.422, 1.990)  -0.256
C (1.058, -2.648, 0.764)  -0.205
C (1.992, -1.324, 1.055)  -0.164
C (1.928, -0.811, 2.634)  -0.197
C (2.462, 0.723, 2.857)  -0.191
C (1.243, 1.802, 3.237)  -0.175
C (0.805, 2.496, 1.815)  -0.090
C (1.354, 3.918, 1.212)  -0.019
C (0.887, 4.560, -0.261)  -0.049
C (-0.248, 3.733, -1.165)  -0.050
C (-0.818, 2.327, -0.546)  -0.372
C (-0.324, 1.674, 0.912)  -0.121
N (-0.882, 0.339, 1.440)  -0.026
C (-2.407, 0.337, 1.405)  -0.158
C (-3.313, -0.089, 2.744)  0.014
C (-4.982, -0.070, 2.654)  -0.021
C (-5.804, 0.363, 1.303)  -0.133
C (-7.432, 0.459, 1.133)  -0.099
B (-8.290, 0.289, 2.526)  -0.426
O (-8.431, -1.065, 3.107)  0.030
O (-8.977, 1.435, 3.215)  0.014
C (-4.905, 0.785, -0.037)  -0.013
C (-3.268, 0.770, 0.038)  -0.360
S (-2.162, 1.294, -1.431)  0.781
H (-1.399, -3.320, 1.478)  0.099
H (-0.894, -2.366, 3.052)  0.080
H (-0.898, -4.283, 3.028)  0.108
H (0.071, -2.390, 0.150)  0.120
H (1.688, -3.352, 0.036)  0.117
H (3.103, -1.497, 0.676)  0.113
H (1.577, -0.422, 0.393)  0.100
H (0.843, -1.016, 3.065)  0.090
H (2.648, -1.550, 3.228)  0.120
H (3.276, 0.804, 3.714)  0.112
H (2.942, 1.127, 1.849)  0.116
H (1.566, 2.568, 4.076)  0.114
H (0.299, 1.226, 3.659)  0.106
H (2.127, 4.566, 1.814)  0.090
H (1.319, 5.595, -0.666)  0.094
H (-0.620, 4.180, -2.199)  0.100
H (-0.599, -0.346, 0.676)  0.089
H (-2.809, -0.392, 3.764)  0.087
H (-5.558, -0.348, 3.635)  0.076
H (-7.784, -0.345, 0.332)  0.133
H (-7.672, 1.521, 0.644)  0.128
H (-7.498, -1.322, 3.430)  0.107
H (-8.307, 1.892, 3.823)  0.120
H (-5.479, 1.118, -1.017)  0.103
C (-0.963, 7.748, 2.693)  -0.096
C (-0.981, 8.026, 1.205)  -0.324
O (0.284, 7.719, 0.638)  -0.106
H (-0.187, 8.342, 3.187)  0.076
H (-1.930, 7.984, 3.146)  0.073
H (-0.730, 6.696, 2.888)  0.070
H (-1.193, 9.083, 1.015)  0.112
H (-1.746, 7.426, 0.702)  0.108
H (0.458, 6.776, 0.804)  0.030
C (5.309, -5.829, 0.093)  -0.094
C (4.471, -4.681, 0.616)  -0.327
O (5.023, -3.444, 0.188)  -0.098
H (6.341, -5.746, 0.449)  0.082
H (4.900, -6.790, 0.417)  0.070
H (5.347, -5.814, -1.001)  0.060
H (4.454, -4.687, 1.710)  0.117
H (3.441, -4.750, 0.254)  0.092
H (5.026, -3.445, -0.784)  0.089
C (-4.291, 0.073, -5.463)  -0.095
C (-4.813, -0.886, -4.413)  -0.329
O (-3.731, -1.431, -3.672)  -0.097
H (-3.603, -0.439, -6.143)  0.078
H (-5.113, 0.498, -6.045)  0.073
H (-3.730, 0.889, -4.996)  0.069
H (-5.355, -1.712, -4.884)  0.114
H (-5.492, -0.379, -3.721)  0.100
H (-3.262, -0.691, -3.251)  0.036
C (5.609, -10.242, -2.439)  -0.096
C (4.771, -9.094, -1.916)  -0.326
O (5.323, -7.857, -2.344)  -0.103
H (6.641, -10.159, -2.083)  0.079
H (5.200, -11.203, -2.115)  0.074
H (5.647, -10.227, -3.533)  0.072
H (4.754, -9.100, -0.822)  0.109
H (3.741, -9.163, -2.278)  0.109
H (5.326, -7.858, -3.316)  0.092
C (4.574, 5.562, -3.380)  -0.097
C (3.313, 4.818, -3.765)  -0.328
O (2.171, 5.597, -3.438)  -0.106
H (4.578, 5.784, -2.307)  0.077
H (5.464, 4.972, -3.621)  0.074
H (4.634, 6.521, -3.904)  0.072
H (3.246, 3.870, -3.223)  0.113
H (3.296, 4.604, -4.838)  0.107
H (2.236, 6.433, -3.931)  0.089

C53H40BCoN10O3 | ωB97M-V/def2-TZVPD

**Gap between HOMO and LUMO (alpha / beta)**: 4.86 / 6.35 eV
**ΔE to the lowest compared entry with this formula, charge and spin**: 0.0 kcal per mole
**Spin multiplicity**: 4
**Energy**: -114965.0520 eV
**E_LUMO (alpha / beta)**: 2.44 / 0.56 eV
**Maximum force**: 0.199 eV Å⁻¹
**Charge**: -1

Each line ends with the Mulliken spin population.
Positions of all 108 atoms, in Å:
Co (-0.063, 0.967, -0.241)  0.010
C (0.869, -4.503, -3.704)  0.055
C (-0.211, -4.024, -4.464)  0.000
C (-0.836, -2.831, -4.154)  0.061
C (-0.360, -2.114, -3.057)  0.031
C (-0.738, -0.853, -2.479)  0.266
N (-1.674, -0.069, -3.016)  0.042
C (-1.971, 1.091, -2.479)  0.123
C (-2.974, 1.975, -3.081)  0.048
C (-3.745, 1.858, -4.225)  0.015
C (-4.619, 2.896, -4.519)  0.025
C (-4.716, 4.014, -3.686)  0.007
C (-3.942, 4.123, -2.538)  0.036
C (-3.069, 3.085, -2.253)  0.049
C (-2.127, 2.868, -1.159)  0.187
N (-1.998, 3.726, -0.175)  -0.008
C (-1.122, 3.526, 0.798)  0.269
N (-0.215, 2.493, 0.933)  0.038
C (0.529, 2.722, 2.050)  0.134
N (1.539, 2.025, 2.537)  0.103
C (1.933, 0.899, 1.937)  0.234
N (1.401, 0.290, 0.831)  0.047
C (2.118, -0.847, 0.582)  0.160
N (1.945, -1.753, -0.383)  0.125
C (0.968, -1.606, -1.267)  0.150
N (0.086, -0.574, -1.402)  0.074
C (0.717, -2.590, -2.305)  0.078
C (1.345, -3.789, -2.617)  -0.008
C (3.196, -0.954, 1.537)  0.087
C (4.216, -1.887, 1.703)  0.014
C (5.121, -1.682, 2.730)  0.039
C (5.005, -0.570, 3.587)  0.037
C (3.982, 0.348, 3.433)  0.016
C (3.075, 0.147, 2.395)  0.063
C (0.071, 3.954, 2.690)  0.068
C (0.487, 4.612, 3.836)  -0.005
C (-0.164, 5.790, 4.176)  0.051
C (-1.202, 6.293, 3.380)  -0.004
C (-1.614, 5.635, 2.233)  0.052
C (-0.963, 4.452, 1.899)  0.028
N (-1.481, 1.669, -1.344)  0.072
H (1.334, -5.443, -3.976)  0.006
H (-0.558, -4.605, -5.311)  0.001
H (-1.667, -2.454, -4.738)  0.008
H (-3.660, 0.984, -4.859)  0.006
H (-5.238, 2.842, -5.407)  0.003
H (-5.408, 4.807, -3.942)  0.002
H (-4.008, 4.982, -1.883)  0.006
H (2.178, -4.143, -2.022)  0.008
H (4.289, -2.745, 1.045)  0.010
H (5.927, -2.389, 2.886)  0.005
H (5.729, -0.439, 4.383)  0.006
H (3.881, 1.204, 4.089)  0.009
H (1.292, 4.209, 4.439)  0.006
H (0.132, 6.331, 5.066)  0.006
H (-1.689, 7.217, 3.671)  0.001
H (-2.414, 6.017, 1.612)  0.008
C (-5.177, -4.708, 4.273)  0.000
C (-4.069, -3.706, 4.615)  0.000
C (-2.849, -4.504, 5.090)  0.000
C (-4.549, -2.812, 5.768)  0.000
C (-3.724, -2.812, 3.420)  0.000
C (-4.705, -2.444, 2.497)  0.000
C (-4.452, -1.577, 1.433)  0.000
C (-3.176, -1.083, 1.321)  -0.002
O (-2.652, -0.228, 0.390)  -0.013
B (-1.299, -0.061, 0.736)  0.042
O (-1.021, -0.816, 1.887)  -0.013
C (-2.191, -1.437, 2.227)  -0.002
C (-2.432, -2.289, 3.279)  0.000
H (-5.337, -5.382, 5.119)  0.000
H (-4.910, -5.310, 3.402)  0.000
H (-6.128, -4.216, 4.069)  0.000
H (-3.146, -5.192, 5.885)  0.000
H (-2.071, -3.857, 5.497)  0.000
H (-2.415, -5.088, 4.275)  0.000
H (-4.799, -3.413, 6.647)  0.000
H (-5.434, -2.244, 5.474)  0.000
H (-3.772, -2.098, 6.050)  0.000
H (-5.707, -2.841, 2.595)  0.000
H (-5.223, -1.308, 0.722)  0.000
H (-1.627, -2.538, 3.956)  0.000
C (4.706, -0.984, -2.028)  0.015
N (4.450, 0.461, -1.965)  0.001
N (3.165, 0.803, -2.414)  0.005
C (2.574, 1.703, -1.528)  -0.023
O (1.448, 2.173, -1.668)  -0.006
C (3.550, 1.901, -0.484)  0.056
C (4.596, 1.092, -0.737)  -0.018
C (5.767, 0.785, 0.126)  -0.007
C (2.872, 0.699, -3.795)  0.007
C (3.900, 0.579, -4.728)  -0.001
C (3.592, 0.449, -6.074)  0.001
C (2.271, 0.451, -6.499)  -0.001
C (1.254, 0.592, -5.565)  0.018
C (1.545, 0.715, -4.216)  0.005
H (4.618, -1.310, -3.062)  0.001
H (3.992, -1.539, -1.414)  -0.001
H (5.726, -1.166, -1.693)  0.002
H (3.404, 2.534, 0.377)  -0.014
H (5.824, 1.511, 0.934)  -0.001
H (6.699, 0.807, -0.442)  0.001
H (5.656, -0.204, 0.581)  0.006
H (4.929, 0.602, -4.396)  0.000
H (4.395, 0.353, -6.794)  0.000
H (2.037, 0.343, -7.551)  0.000
H (0.216, 0.596, -5.873)  0.002
H (0.760, 0.832, -3.487)  -0.017

C6H10O2S | ωB97M-V/def2-TZVPD

**Gap between HOMO and LUMO**: 9.99 eV
**ΔE to the lowest compared entry with this formula, charge and spin**: 57.1 kcal per mole
**Energy**: -21311.0188 eV
**E_LUMO**: 0.53 eV
**Maximum force**: 3.914 eV Å⁻¹

Each line ends with the natural charge from an NBO analysis.
Positions of all 19 atoms, in Å:
C (-0.188, 0.978, 0.597)  -0.137
C (-1.525, 1.078, 0.409)  -0.406
C (0.845, -0.128, 0.565)  -0.324
C (2.261, 0.296, 0.445)  -0.170
C (0.413, -1.282, -0.324)  -0.624
C (3.094, 0.109, -0.562)  -0.375
O (-3.900, 0.298, 1.312)  -0.912
O (-3.211, -0.204, -1.220)  -0.923
S (-2.853, -0.312, 0.496)  1.437
H (0.366, 1.973, 0.591)  0.215
H (-2.066, 2.002, 0.241)  0.235
H (0.769, -0.530, 1.635)  0.232
H (2.460, 1.139, 1.062)  0.193
H (-0.424, -1.919, 0.092)  0.221
H (1.122, -2.079, -0.462)  0.224
H (0.144, -0.828, -1.292)  0.218
H (-4.052, -0.595, -1.515)  0.496
H (4.075, 0.494, -0.666)  0.209
H (2.671, -0.491, -1.403)  0.190

CH2N5O | ωB97M-V/def2-TZVPD

**Gap between HOMO and LUMO (alpha / beta)**: 7.33 / 7.33 eV
**ΔE to the lowest compared entry with this formula, charge and spin**: 87.9 kcal per mole
**Energy**: -10562.7880 eV
**E_LUMO (alpha / beta)**: 3.78 / 3.78 eV
**Maximum force**: 3.128 eV Å⁻¹
**Charge**: -1

Each line ends with the natural charge from an NBO analysis.
Positions of all 9 atoms, in Å:
C (0.246, 0.096, 0.106)  -0.010
N (2.212, -0.263, 0.865)  -0.158
N (0.968, -0.439, 1.130)  -0.356
N (1.072, 0.416, -0.902)  -0.340
N (2.273, 0.174, -0.384)  -0.190
N (-1.722, -0.461, -0.493)  -0.017
O (-2.337, 0.213, -1.270)  -0.366
H (-0.349, 0.874, 0.577)  0.208
H (-2.363, -0.612, 0.369)  0.229